# 1
Density functional theory data (the ωB97M-V functional and the def2-TZVPD basis) for a structure of composition C34H59ClLaN2O2Si.

For the gap between HOMO and LUMO, the calculation gives 8.09 eV. As for the spin multiplicity: 1. The total charge is +1.

Each line ends with the Löwdin charge.
Positions of all 100 atoms, in Å:
O 1.498 -1.556 -2.722  -0.280
O 0.871 -0.431 -5.105  -0.249
C 2.820 -1.951 -2.330  -0.240
C 2.923 -2.981 -1.231  -0.058
H 3.294 -1.007 -2.030  0.120
H 3.333 -2.294 -3.241  0.120
H 2.469 -2.623 -0.305  0.056
H 3.987 -3.148 -1.048  0.096
H 2.480 -3.950 -1.487  0.085
C 0.392 -2.473 -2.547  -0.240
C 0.444 -3.518 -3.619  -0.043
H -0.523 -1.863 -2.638  0.110
H 0.415 -2.892 -1.524  0.107
H 0.447 -3.051 -4.604  0.049
H -0.418 -4.184 -3.589  0.091
H 1.338 -4.132 -3.503  0.085
C -0.225 0.187 -5.822  -0.252
C 1.921 -0.938 -5.957  -0.254
C -1.480 -0.625 -5.659  -0.057
H 0.037 0.313 -6.890  0.125
H -0.343 1.191 -5.391  0.087
H -1.328 -1.632 -6.057  0.079
H -2.293 -0.141 -6.205  0.083
H -1.770 -0.702 -4.606  0.064
C 1.455 -1.958 -6.964  -0.065
H 2.655 -1.376 -5.273  0.106
H 2.404 -0.089 -6.468  0.115
H 0.944 -2.798 -6.493  0.064
H 2.330 -2.353 -7.487  0.091
H 0.789 -1.515 -7.700  0.076
H 1.282 0.136 -3.359  0.066
N -0.782 -0.537 1.360  -0.105
C -1.565 0.023 2.298  -0.338
C -2.330 1.192 2.127  -0.030
C -2.554 1.920 0.958  -0.337
C -1.734 -0.667 3.624  -0.003
H -0.799 -1.092 4.008  0.093
H -2.492 -1.463 3.557  0.097
H -2.097 0.077 4.343  0.087
C -3.651 2.927 0.855  0.001
H -4.374 2.644 0.077  0.098
H -3.252 3.920 0.603  0.097
H -4.176 2.991 1.815  0.090
N -1.753 1.765 -0.109  -0.185
C -0.450 -1.938 1.433  -0.236
C 0.816 -2.351 1.899  -0.245
C 1.813 -1.345 2.394  -0.046
C 1.121 -3.710 1.922  -0.054
H 2.105 -4.026 2.283  0.123
C 0.189 -4.660 1.500  -0.063
H 0.443 -5.721 1.508  0.110
C -1.075 -4.249 1.087  -0.045
H -1.832 -4.978 0.786  0.118
C -1.413 -2.900 1.061  -0.228
C -2.804 -2.488 0.692  -0.028
C -2.001 2.333 -1.405  -0.283
C -1.309 3.506 -1.796  -0.238
C -0.441 4.275 -0.828  -0.037
C -1.425 3.934 -3.116  -0.044
H -0.917 4.854 -3.424  0.125
C -2.186 3.204 -4.036  -0.062
H -2.270 3.548 -5.068  0.116
C -2.870 2.057 -3.636  -0.045
H -3.477 1.491 -4.351  0.119
C -2.804 1.606 -2.320  -0.216
C -3.498 0.333 -1.919  -0.033
La 0.253 0.752 -0.485  1.844
H 2.513 -1.038 1.601  0.062
H 2.423 -1.784 3.198  0.097
H 1.337 -0.443 2.797  0.057
H -2.829 -1.633 0.001  0.053
H -3.408 -2.232 1.578  0.090
H -3.301 -3.335 0.197  0.087
H -0.547 5.351 -1.031  0.099
H 0.637 4.055 -0.934  0.064
H -0.714 4.114 0.225  0.071
H -3.899 0.355 -0.893  0.081
H -2.833 -0.549 -2.005  0.071
H -4.343 0.145 -2.599  0.096
H -2.895 1.513 3.002  0.108
C 1.280 1.239 -2.947  -0.287
Si 2.381 2.404 -3.967  0.482
H 0.233 1.614 -2.916  0.007
H 1.868 1.267 -1.974  -0.047
C 4.006 1.512 -4.272  -0.161
C 2.712 3.971 -2.970  -0.169
C 1.672 3.001 -5.607  -0.167
H 2.291 3.846 -5.958  0.047
H 0.640 3.362 -5.484  0.022
H 1.683 2.225 -6.386  0.024
H 4.567 1.391 -3.334  0.038
H 4.609 2.127 -4.958  0.044
H 3.878 0.519 -4.728  0.015
H 2.893 3.774 -1.906  0.008
H 1.862 4.667 -3.058  0.029
H 3.606 4.465 -3.388  0.046
Cl 1.464 2.292 1.647  0.485
C 2.428 1.671 0.281  -0.759
H 2.975 2.499 -0.183  -0.022
H 3.072 0.850 0.630  -0.022

Atoms 1-6, force components in eV/Å:
-0.742 -0.423 1.310
-0.280 -0.286 -1.564
-0.084 -0.009 -0.628
0.147 -0.053 0.089
0.080 -0.201 -0.011
0.024 -0.062 0.250

---

# 2
Density functional theory data (the ωB97M-V functional and the def2-TZVPD basis) for a structure of composition C38H48BrI2N4O3PSW.

For the gap between HOMO and LUMO (spin up / spin down), the calculation gives 5.43 / 6.10 eV. As for the spin multiplicity: 3. The total charge is +2.

Each line ends with the Löwdin charge.
Positions of all 99 atoms, in Å:
W 10.127 10.628 11.124  1.705
C 11.912 11.579 18.476  -0.043
C 10.921 10.789 17.607  -0.535
C 9.737 10.264 18.486  -0.006
C 11.640 9.622 16.954  -0.056
C 10.354 11.748 16.553  -0.174
C 9.794 12.936 17.000  0.005
C 9.314 13.861 16.081  -0.052
C 9.387 13.571 14.743  -0.515
S 9.011 14.630 13.497  1.178
C 9.521 13.365 12.277  -0.453
N 9.922 12.234 12.836  0.006
C 9.877 12.332 14.264  -0.215
C 10.368 11.418 15.220  0.048
C 9.296 13.491 10.888  -0.258
C 8.769 14.710 10.387  -0.013
C 8.409 14.752 9.066  -0.045
C 8.600 13.650 8.262  -0.055
C 9.210 12.497 8.704  -0.144
C 9.492 12.335 10.089  -0.279
H 12.410 10.891 19.171  0.099
H 11.353 12.332 19.050  0.085
H 12.686 12.010 17.857  0.007
H 10.080 9.659 19.306  0.088
H 9.066 9.674 17.871  0.081
H 9.162 11.142 18.787  0.081
H 11.992 8.895 17.662  0.089
H 12.513 9.889 16.321  0.103
H 10.894 9.098 16.351  0.062
H 9.788 13.109 18.065  0.118
H 8.929 14.777 16.432  0.109
H 10.854 10.468 14.948  0.100
H 8.679 15.577 11.024  0.100
H 7.905 15.648 8.721  0.128
H 8.338 13.775 7.212  0.127
H 9.426 11.667 8.009  0.066
N 13.569 13.788 12.257  0.177
C 13.676 12.565 12.819  -0.598
O 12.993 11.606 12.439  -0.029
C 14.797 12.404 13.869  -0.559
I 14.452 13.344 15.758  0.867
H 12.924 13.940 11.470  0.123
H 13.967 14.589 12.681  0.091
H 15.796 12.796 13.571  0.059
H 14.917 11.344 14.071  0.043
C 10.369 9.088 7.119  -0.108
C 8.933 8.829 7.603  -0.495
C 8.041 9.788 6.880  -0.107
P 8.956 8.838 9.506  1.080
C 7.110 8.913 9.962  -0.488
C 6.154 7.992 9.103  -0.071
C 6.609 10.380 9.997  -0.109
C 9.496 7.006 9.853  -0.491
C 10.990 7.026 10.182  -0.123
C 9.172 5.943 8.824  -0.108
H 10.287 9.086 6.022  0.101
H 11.074 8.292 7.370  0.075
H 10.812 10.036 7.453  0.048
H 8.631 7.812 7.327  0.100
H 8.542 10.751 6.740  0.067
H 7.034 9.948 7.260  0.074
H 7.935 9.458 5.894  0.080
H 7.106 8.600 11.011  0.081
H 6.102 8.221 8.029  0.071
H 5.115 8.043 9.466  0.091
H 6.461 6.925 9.178  0.067
H 6.960 11.003 9.188  0.042
H 6.992 10.905 10.913  0.072
H 5.525 10.341 10.031  0.087
H 8.874 6.675 10.710  0.119
H 11.549 7.750 9.573  0.042
H 11.348 6.018 9.948  0.091
H 11.221 7.260 11.236  0.067
H 9.734 6.109 7.902  0.085
H 8.108 5.953 8.562  0.065
H 9.351 4.951 9.245  0.103
I 15.933 9.698 8.647  0.908
C 13.940 10.310 9.123  -0.658
C 13.242 11.266 8.368  -0.094
N 12.118 11.617 9.034  0.024
N 11.947 10.763 10.087  -0.186
C 13.079 10.006 10.206  -0.128
H 13.624 11.792 7.483  0.145
H 11.410 12.333 8.794  0.142
H 13.197 9.275 10.967  0.120
Br 6.534 5.474 17.282  0.813
C 7.421 6.521 15.996  -0.687
C 8.822 6.473 15.860  -0.080
C 9.442 7.166 14.811  -0.006
C 8.723 8.160 14.131  -0.140
C 7.342 8.254 14.387  0.004
C 6.669 7.365 15.221  -0.113
C 9.381 8.990 13.103  -0.594
O 8.608 9.790 12.416  -0.202
O 10.630 8.940 12.984  -0.040
H 9.395 5.857 16.535  0.108
H 10.461 6.943 14.616  0.114
H 6.777 9.014 13.927  0.105
H 5.577 7.309 15.328  0.117

Atoms 1-6, force components in eV/Å:
0.106 -0.523 2.724
-0.520 -0.580 0.463
0.121 0.023 0.304
0.348 0.854 -1.288
-0.143 -0.181 -0.715
0.053 -0.954 0.631

---

# 3
Density functional theory data (the ωB97M-V functional and the def2-TZVPD basis) for a cluster of 2 separate species, C27H26N2O7 in total.

For the gap between HOMO and LUMO, the calculation gives 7.46 eV. As for the spin multiplicity: 1. As for the SMILES: COc1cc(O)c2c(c1)C(=O)c1cccc(O)c1C2=O.CNC(=O)[C@H](Cc1ccccc1)NC(C)=O.

Each line ends with the natural charge from an NBO analysis.
Positions of all 62 atoms, in Å:
C 5.379 0.245 -4.078  -0.257
O 5.170 -0.758 -3.073  -0.487
C 4.748 -0.356 -1.827  0.359
C 4.747 -1.315 -0.819  -0.302
C 4.347 -1.010 0.475  0.374
O 4.373 -2.005 1.405  -0.661
C 3.926 0.290 0.808  -0.196
C 3.908 1.279 -0.203  -0.078
C 4.318 0.939 -1.505  -0.279
C 3.463 2.657 0.100  0.528
O 3.450 3.509 -0.787  -0.521
C 3.033 2.999 1.471  -0.096
C 2.611 4.306 1.777  -0.195
C 2.197 4.642 3.065  -0.159
C 2.200 3.671 4.064  -0.247
C 2.617 2.372 3.788  0.357
O 2.602 1.466 4.807  -0.664
C 3.041 2.014 2.492  -0.163
C 3.491 0.642 2.176  0.550
O 3.491 -0.225 3.057  -0.644
H 5.794 -0.219 -4.978  0.207
H 6.085 1.007 -3.731  0.185
H 4.434 0.727 -4.351  0.182
H 5.069 -2.326 -1.043  0.245
H 4.058 -1.609 2.252  0.511
H 4.293 1.709 -2.269  0.244
H 2.604 5.073 1.005  0.240
H 1.872 5.655 3.287  0.224
H 1.879 3.915 5.072  0.234
H 2.922 0.610 4.435  0.512
C -5.279 -4.157 0.038  -0.410
N -4.926 -2.848 -0.506  -0.624
C -3.736 -2.530 -1.025  0.654
O -2.828 -3.351 -1.112  -0.633
C -3.510 -1.100 -1.562  -0.118
C -3.305 -0.072 -0.436  -0.430
C -2.120 -0.388 0.455  -0.031
C -0.816 -0.119 0.000  -0.157
C 0.292 -0.454 0.794  -0.230
C 0.103 -1.046 2.055  -0.211
C -1.198 -1.308 2.518  -0.203
C -2.309 -0.983 1.718  -0.204
N -4.504 -0.604 -2.534  -0.601
C -5.813 -0.422 -2.350  0.688
C -6.588 0.058 -3.554  -0.706
O -6.391 -0.609 -1.288  -0.661
H -5.088 -4.931 -0.708  0.209
H -4.672 -4.367 0.920  0.204
H -6.334 -4.175 0.312  0.206
H -5.632 -2.118 -0.504  0.432
H -2.561 -1.154 -2.096  0.233
H -4.206 -0.019 0.176  0.230
H -3.148 0.913 -0.878  0.217
H -0.662 0.327 -0.972  0.197
H 1.288 -0.275 0.424  0.206
H 0.956 -1.313 2.663  0.215
H -1.344 -1.771 3.483  0.214
H -3.307 -1.202 2.070  0.212
H -4.155 -0.408 -3.458  0.401
H -7.644 0.118 -3.293  0.246
H -6.229 1.044 -3.842  0.228
H -6.456 -0.643 -4.377  0.226

Atoms 1-6, force components in eV/Å:
-0.167 0.216 0.203
-0.111 0.400 0.540
0.015 0.047 0.035
0.157 -0.357 -0.300
-0.046 -0.575 0.647
-0.012 0.636 -0.570

---

# 4
Density functional theory data (the ωB97M-V functional and the def2-TZVPD basis) for a structure of composition C28H25N2ORhS2Si.

For the gap between HOMO and LUMO (spin up / spin down), the calculation gives 6.78 / 6.03 eV. As for the spin multiplicity: 5.

Each line ends with the natural charge from an NBO analysis.
Positions of all 60 atoms, in Å:
Rh -0.800 0.992 -1.509  0.564
C -1.412 0.458 2.594  -0.673
C -1.233 1.338 1.390  0.084
N -0.236 0.896 0.482  -0.293
N 1.005 0.906 0.878  -0.343
C 1.873 0.605 -0.085  -0.110
S 1.443 0.189 -1.710  -0.107
S 3.566 0.645 0.293  0.374
C 3.607 1.226 2.015  -0.549
C 3.642 2.717 2.147  -0.058
C 2.559 3.510 1.786  -0.159
C 2.619 4.888 1.931  -0.204
C 3.763 5.493 2.440  -0.218
C 4.849 4.708 2.802  -0.206
C 4.786 3.329 2.651  -0.212
C -1.568 2.724 1.370  -0.132
C -2.137 3.346 2.514  -0.144
C -2.463 4.672 2.525  -0.267
C -2.238 5.448 1.374  -0.169
C -1.701 4.889 0.244  -0.276
C -1.366 3.520 0.179  0.381
O -0.957 3.048 -0.965  -0.691
H -0.542 0.583 3.250  0.236
H -2.314 0.690 3.154  0.221
H -1.449 -0.587 2.292  0.236
H 2.758 0.779 2.519  0.256
H 4.523 0.793 2.418  0.233
H 1.657 3.045 1.384  0.214
H 1.767 5.490 1.642  0.216
H 3.808 6.569 2.552  0.213
H 5.747 5.166 3.198  0.213
H 5.638 2.719 2.932  0.206
H -2.282 2.762 3.414  0.202
H -2.876 5.121 3.420  0.215
H -2.497 6.500 1.373  0.214
H -1.545 5.471 -0.655  0.226
C -3.733 -3.512 1.539  -0.190
C -2.898 -3.416 0.436  -0.203
C -2.644 -2.171 -0.130  -0.204
C -3.225 -1.008 0.392  -0.540
C -4.062 -1.128 1.507  -0.194
C -4.311 -2.366 2.076  -0.218
Si -2.784 0.558 -0.480  1.368
C -4.105 1.841 -0.562  -0.546
C -4.951 2.215 0.488  -0.198
C -5.860 3.249 0.328  -0.215
C -5.946 3.920 -0.886  -0.187
C -5.116 3.561 -1.938  -0.204
C -4.195 2.536 -1.774  -0.193
H -3.934 -4.479 1.985  0.217
H -2.444 -4.304 0.015  0.219
H -1.975 -2.096 -0.982  0.228
H -4.519 -0.251 1.944  0.204
H -4.957 -2.440 2.942  0.217
H -1.263 0.856 -3.023  -0.135
H -4.892 1.716 1.445  0.202
H -6.497 3.539 1.154  0.216
H -6.658 4.726 -1.009  0.215
H -5.177 4.085 -2.884  0.217
H -3.525 2.279 -2.588  0.231

Atoms 1-6, force components in eV/Å:
0.074 0.006 -0.207
0.290 0.126 0.016
-0.377 -0.163 0.054
-0.030 0.210 -0.188
0.220 -0.267 0.071
0.043 0.050 0.138

---

Number 1: F_max 2.68 eV/Å. Number 2: F_max 3.46 eV/Å. Number 3: F_max 1.89 eV/Å. Number 4: F_max 0.58 eV/Å.